Entry 1:
This record from OMol25 describes C35H49Cl2N2O2OsP3 as an isolated structure at a distorted geometry. The level of theory is ωB97M-V with the def2-TZVPD basis set.

Positions of all 94 atoms, in Å:
Os1 0.27 -0.87 2.33
Cl1 -0.34 -2.01 4.58
Cl2 2.82 -0.40 2.59
P1 -3.52 -2.37 -0.21
P2 1.47 -2.85 1.68
P3 1.52 1.11 -3.80
O1 -1.88 0.25 -1.17
O2 -0.44 1.06 2.94
N1 -1.59 2.68 3.84
N2 0.28 1.86 4.99
C1 -4.71 -1.10 -0.64
C2 -1.62 -1.58 1.70
C3 0.73 -0.52 -3.76
C4 0.73 -2.95 -3.82
C5 -0.06 -0.44 0.41
C6 0.17 2.93 5.94
C7 -4.12 -3.43 1.08
C8 -1.29 3.20 6.17
C9 -0.47 2.91 -2.15
C10 0.70 3.25 -4.28
C11 -2.37 2.65 2.62
C12 -1.21 4.09 -2.43
C13 3.81 1.82 -2.05
C14 -1.06 -0.88 -0.59
C15 -3.14 -3.32 -1.69
C16 -0.99 4.78 -3.63
C17 5.19 0.73 -4.31
C18 -2.00 -1.60 0.38
C19 -0.98 -1.69 -5.03
C20 -0.33 -2.90 -4.74
C21 -0.03 4.38 -4.57
C22 3.87 0.37 -4.05
C23 2.66 -2.86 0.28
C24 -1.99 3.57 4.89
C25 1.26 -1.76 -3.30
C26 2.47 -3.42 3.10
C27 3.14 1.07 -3.04
C28 0.46 2.46 -3.13
C29 1.51 1.09 5.02
C30 -0.52 -0.53 -4.44
C31 0.68 0.37 1.07
C32 0.34 -4.22 1.32
C33 5.18 2.12 -2.28
C34 -0.56 1.83 3.93
C35 5.81 1.61 -3.42
H1 3.19 -1.91 0.22
H2 2.14 -3.05 -0.67
H3 3.40 -3.66 0.43
H4 -1.81 -1.64 -5.75
H5 2.37 1.63 4.60
H6 -3.38 -4.22 1.28
H7 -0.40 -4.27 2.12
H8 0.90 -5.17 1.27
H9 -0.58 2.39 -1.18
H10 -3.07 3.48 4.97
H11 -3.20 3.33 2.76
H12 -0.68 -3.82 -5.21
H13 -5.06 -3.88 0.73
H14 -1.95 4.45 -1.72
H15 3.29 2.16 -1.15
H16 5.69 0.34 -5.20
H17 -4.06 -3.82 -2.03
H18 -1.39 4.02 6.87
H19 0.67 2.58 6.85
H20 1.73 0.87 6.08
H21 2.07 -1.79 -2.55
H22 5.74 2.78 -1.60
H23 6.86 1.90 -3.62
H24 0.16 4.90 -5.51
H25 -0.70 -1.51 -1.43
H26 -1.77 2.32 6.61
H27 3.34 -0.30 -4.72
H28 -2.77 1.65 2.39
H29 -1.04 0.43 -4.61
H30 -1.58 5.68 -3.84
H31 3.01 -2.56 3.50
H32 1.17 -3.92 -3.57
H33 0.67 3.84 5.57
H34 -1.73 4.59 4.58
H35 -0.17 -4.05 0.36
H36 -2.34 -1.96 2.41
H37 -2.77 -2.69 -2.52
H38 -1.36 0.60 -1.93
H39 1.12 1.25 0.62
H40 -1.79 2.99 1.74
H41 1.79 -3.79 3.87
H42 1.39 0.12 4.51
H43 -4.32 -0.43 -1.41
H44 3.19 -4.17 2.76
H45 -2.40 -4.09 -1.46
H46 -5.63 -1.58 -1.01
H47 1.47 2.86 -5.00
H48 -4.97 -0.52 0.26
H49 -4.31 -2.83 1.98

The value obtained for the total energy is -99522.9992 eV. As for the total charge: +2. As for the multiplicity: 5. Its expectation value of S² is 6.0494. Its HOMO-LUMO gap (alpha / beta) is 2.370 / 4.511 eV.

Entry 2:
This record from OMol25 describes a 2-piece molecular cluster, C9H18BN2 overall at a distorted geometry. The level of theory is ωB97M-V with the def2-TZVPD basis set.

Positions of all 30 atoms, in Å:
N1 -0.06 1.17 -0.40
N2 0.06 -1.73 -0.54
C1 0.60 -1.05 2.76
C2 -0.37 -1.62 -1.99
C3 0.54 0.23 0.31
C4 0.34 1.72 2.22
C5 -0.45 2.30 0.09
C6 -1.50 -2.54 -2.35
C7 -0.14 4.27 1.79
C8 0.00 2.79 1.41
C9 0.88 -1.93 -2.94
B1 0.55 0.27 1.84
H1 0.59 1.91 3.19
H2 -2.41 -2.40 -1.68
H3 -0.99 4.59 2.36
H4 0.63 4.78 2.38
H5 -1.19 -3.54 -2.34
H6 0.00 4.78 0.82
H7 -0.06 -0.74 3.53
H8 0.21 -1.80 2.13
H9 -0.84 -0.65 -2.21
H10 0.80 -2.36 -0.31
H11 0.65 -1.73 -3.94
H12 1.69 -1.27 -2.67
H13 1.67 -0.06 -0.01
H14 -1.78 -2.23 -3.35
H15 1.15 -2.94 -2.88
H16 -0.82 -1.82 -0.04
H17 1.51 -1.33 3.25
H18 -1.25 2.95 -0.44

The value obtained for the total energy is -13269.4336 eV. As for the total charge: +1. As for the multiplicity: 3. Its expectation value of S² is 2.0175. Its HOMO-LUMO gap (alpha / beta) is 8.050 / 5.570 eV.

Entry 3:
This record from OMol25 describes one molecule with the formula C5H10O. The level of theory is ωB97M-V with the def2-TZVPD basis set.

Positions of all 16 atoms, in Å:
O1 -0.39 1.81 -0.40
C1 -1.02 -0.66 -1.23
C2 -0.94 -0.46 0.29
C3 1.67 -0.37 0.24
C4 -0.62 0.95 0.68
C5 0.38 -0.15 0.98
H1 0.43 2.27 -0.22
H2 -0.91 -1.71 -1.53
H3 1.98 -1.42 0.35
H4 1.53 -0.20 -0.83
H5 -1.65 -1.00 0.92
H6 -0.26 -0.08 -1.76
H7 -1.19 1.40 1.49
H8 -1.97 -0.28 -1.63
H9 2.49 0.26 0.59
H10 0.45 -0.37 2.05

The SMILES is C[C@@H]1[C@H](C)[C@@H]1O. The value obtained for the total energy is -7393.5067 eV. As for the total charge: 0. Its HOMO-LUMO gap is 10.449 eV.

Entry 4:
This record from OMol25 describes a 3-piece molecular cluster, C39H50ClF5I2N5O3S overall at a distorted geometry. The level of theory is ωB97M-V with the def2-TZVPD basis set.

Positions of all 106 atoms, in Å:
I1 -1.49 3.93 -1.86
I2 -5.22 2.48 -0.87
Cl1 -4.53 -0.09 1.57
S1 3.28 -0.49 0.08
F1 5.59 -0.85 -1.94
F2 0.40 1.46 -5.56
F3 -1.54 1.83 -4.70
F4 -6.72 -2.48 5.50
F5 -0.80 -0.17 -4.82
O1 0.18 1.25 -3.42
O2 -4.47 -0.95 -0.80
O3 -0.80 -4.24 1.05
N1 0.16 -0.54 0.20
N2 2.12 0.52 -0.69
N3 -0.88 3.40 1.79
N4 1.07 -5.12 2.00
N5 -0.06 1.30 -1.10
C1 -1.15 -0.14 2.19
C2 6.60 -2.69 -5.47
C3 -7.42 -2.77 1.96
C4 4.43 3.39 -1.46
C5 -1.60 -1.53 2.66
C6 -0.44 1.10 -4.61
C7 4.25 4.72 -1.86
C8 -1.25 -1.86 4.11
C9 -3.78 -0.64 0.08
C10 4.95 -1.65 -4.06
C11 5.93 -1.46 -3.11
C12 0.34 -4.07 1.40
C13 -7.34 -2.83 4.34
C14 -3.50 4.35 0.60
C15 5.25 5.42 -2.54
C16 1.04 -2.74 1.20
C17 -0.51 0.62 -2.31
C18 7.24 -1.86 -3.30
C19 -6.79 -2.41 3.15
C20 -0.15 2.41 0.99
C21 6.45 4.78 -2.85
C22 -9.12 -3.92 3.21
C23 -2.21 2.31 -0.61
C24 2.68 1.61 -1.54
C25 -2.28 -0.84 -0.05
C26 -1.88 0.91 3.05
C27 5.63 2.74 -1.78
C28 -1.22 0.02 0.62
C29 7.57 -2.48 -4.49
C30 0.84 0.35 -0.50
C31 -8.58 -3.52 1.99
C32 0.13 -1.47 4.61
C33 -3.38 2.86 0.26
C34 -8.49 -3.58 4.40
C35 5.30 -2.28 -5.25
C36 0.41 -1.97 0.02
C37 6.63 3.44 -2.47
C38 -1.03 1.53 0.06
C39 3.34 2.68 -0.70
H1 -10.03 -4.51 3.23
H2 -1.34 -2.94 4.21
H3 4.54 -2.43 -6.01
H4 3.45 1.13 -2.14
H5 -8.89 -3.89 5.36
H6 3.77 2.26 0.21
H7 0.36 -0.42 4.43
H8 -1.18 1.41 3.71
H9 7.56 2.96 -2.70
H10 0.55 2.93 0.36
H11 1.11 -2.07 -0.81
H12 3.45 -1.44 -0.85
H13 -2.68 -1.54 2.61
H14 1.83 -4.77 2.56
H15 -1.99 -1.46 4.80
H16 0.18 -1.58 5.69
H17 -6.99 -2.46 1.02
H18 -2.61 0.45 3.69
H19 -9.07 -3.80 1.07
H20 -0.58 3.39 2.75
H21 -5.88 -1.82 3.15
H22 -2.58 4.81 0.91
H23 6.87 -3.18 -6.40
H24 -1.30 -2.33 2.00
H25 2.09 -2.94 1.04
H26 7.22 5.32 -3.38
H27 -2.13 -0.81 -1.12
H28 -0.47 -2.53 -0.28
H29 3.94 -1.32 -3.87
H30 -3.52 2.31 1.17
H31 -3.96 4.92 -0.19
H32 -1.58 0.68 -2.50
H33 8.59 -2.81 -4.66
H34 -0.67 4.32 1.44
H35 -4.18 4.42 1.44
H36 0.94 -2.06 4.19
H37 -2.68 1.64 -1.32
H38 -0.23 -0.43 -2.36
H39 7.97 -1.68 -2.53
H40 1.91 2.01 -2.17
H41 -2.14 -1.89 0.20
H42 -0.10 -0.06 2.45
H43 3.33 5.22 -1.61
H44 5.79 1.71 -1.50
H45 5.07 6.45 -2.81
H46 0.99 -2.11 2.08
H47 0.39 1.78 1.68
H48 2.62 3.43 -0.37
H49 1.45 -5.71 1.26
H50 -2.39 1.68 2.49

The value obtained for the total energy is -107986.1492 eV. As for the total charge: +1. Its HOMO-LUMO gap is 7.667 eV.

Entry 5:
This record from OMol25 describes one molecule with the formula C4H7NO. The level of theory is ωB97M-V with the def2-TZVPD basis set.

Positions of all 13 atoms, in Å:
O1 -2.18 -1.47 0.21
N1 0.89 1.21 -0.71
C1 0.34 1.96 0.14
C2 1.28 -0.09 -0.21
C3 -1.16 -0.62 -0.04
C4 0.08 -1.00 -0.36
H1 -0.17 2.87 -0.19
H2 0.23 -2.03 -0.69
H3 0.31 1.73 1.22
H4 1.55 -0.06 0.87
H5 -1.77 -2.31 0.47
H6 2.15 -0.49 -0.74
H7 -1.48 0.42 0.06

The SMILES is C=NC/C=C/O. The value obtained for the total energy is -7797.1012 eV. As for the total charge: 0. Its HOMO-LUMO gap is 9.765 eV.

Entry 6:
This record from OMol25 describes one molecule with the formula C22H31N3OS2. The level of theory is ωB97M-V with the def2-TZVPD basis set.

Positions of all 59 atoms, in Å:
S1 -4.51 0.25 1.66
S2 -0.82 -2.50 -0.95
O1 5.85 -1.79 -1.90
N1 0.05 1.84 0.96
N2 -1.16 -1.21 1.33
N3 0.83 -0.79 0.28
C1 -0.12 1.82 2.41
C2 2.06 -1.07 -0.30
C3 -1.04 0.72 2.96
C4 1.58 2.69 -0.81
C5 6.94 -0.96 -1.60
C6 -3.49 -0.77 0.69
C7 -3.72 -0.57 -0.63
C8 -1.17 2.00 -1.24
C9 -0.34 -1.47 0.26
C10 4.40 -0.44 -0.46
C11 2.32 -2.14 -1.16
C12 0.84 3.44 -1.92
C13 -5.21 0.95 0.26
C14 3.13 -0.24 0.05
C15 4.64 -1.50 -1.33
C16 -0.69 3.32 -1.84
C17 -4.70 0.42 -0.88
C18 -1.23 2.00 0.28
C19 -2.52 -1.72 1.33
C20 3.59 -2.34 -1.66
C21 1.01 2.88 0.59
C22 -0.64 -0.72 2.59
H1 0.56 3.88 0.69
H2 -0.52 2.78 2.77
H3 -1.09 3.43 -2.85
H4 1.83 2.83 1.31
H5 2.62 3.03 -0.82
H6 7.18 -0.97 -0.53
H7 0.76 0.15 0.71
H8 -1.73 2.93 0.62
H9 -1.86 1.16 0.58
H10 1.59 1.62 -1.04
H11 2.96 0.57 0.73
H12 6.77 0.07 -1.92
H13 -1.10 4.13 -1.24
H14 -3.20 -1.10 -1.40
H15 -5.97 1.70 0.37
H16 1.11 4.50 -1.88
H17 0.45 -0.82 2.59
H18 -0.99 0.80 4.05
H19 7.78 -1.37 -2.16
H20 -2.53 -2.65 0.76
H21 -0.57 1.16 -1.59
H22 0.87 1.68 2.85
H23 -5.01 0.71 -1.87
H24 5.19 0.23 -0.16
H25 -1.03 -1.38 3.37
H26 1.52 -2.81 -1.44
H27 -2.20 1.82 -1.58
H28 -2.07 0.89 2.67
H29 -2.82 -1.92 2.36
H30 1.19 3.05 -2.87
H31 3.78 -3.17 -2.33

The SMILES is COc1ccc(NC(=S)N(CCCN2CCCCCC2)Cc2cccs2)cc1. The value obtained for the total energy is -51505.2610 eV. As for the total charge: 0. Its HOMO-LUMO gap is 8.101 eV.

Entry 7:
This record from OMol25 describes a 6-piece molecular cluster, C26H47O11P2 overall at a distorted geometry. The level of theory is ωB97M-V with the def2-TZVPD basis set.

Positions of all 86 atoms, in Å:
P1 2.53 0.00 -6.35
P2 2.72 1.48 -4.74
O1 0.99 -0.16 -8.53
O2 -0.31 4.01 5.98
O3 3.47 -1.49 -2.28
O4 2.62 -1.43 6.31
O5 0.00 -0.56 1.78
O6 0.34 -2.75 2.02
O7 -1.98 2.58 5.57
O8 -2.91 1.79 2.07
O9 1.85 -1.44 -3.79
O10 1.94 -3.50 5.80
O11 -4.61 1.38 0.67
C1 -1.46 3.82 5.72
C2 -0.18 0.41 -9.12
C3 2.24 -1.77 -2.69
C4 3.71 -4.77 6.69
C5 -5.40 0.24 0.29
C6 -0.03 0.61 2.63
C7 -4.52 -0.97 0.55
C8 3.70 -2.07 -0.97
C9 0.95 1.53 -4.17
C10 -3.65 1.00 1.54
C11 2.27 -4.84 6.20
C12 3.77 -3.35 7.26
C13 3.02 3.03 -5.67
C14 -3.35 2.66 5.16
C15 2.31 -2.26 -0.38
C16 1.48 -2.53 -1.63
C17 -3.83 4.04 5.60
C18 1.77 0.77 -7.84
C19 -1.27 0.75 -8.09
C20 -2.54 4.86 5.48
C21 0.25 -1.31 3.99
C22 -0.38 0.08 4.01
C23 -1.81 2.17 -8.24
C24 2.75 -2.61 6.43
C25 -3.69 -0.50 1.74
C26 0.20 -1.67 2.53
H1 -0.77 1.31 2.25
H2 -6.31 0.23 0.89
H3 -1.06 2.91 -7.97
H4 -2.20 2.35 -9.23
H5 0.46 -2.17 -1.54
H6 4.40 -4.85 5.85
H7 4.75 -2.89 7.16
H8 4.32 -1.39 -0.39
H9 -2.47 5.66 6.22
H10 -2.08 0.05 -8.18
H11 2.27 -3.05 0.36
H12 2.59 1.16 -8.45
H13 -2.65 2.29 -7.55
H14 3.96 -5.55 7.40
H15 -2.41 5.27 4.48
H16 1.29 -1.29 4.31
H17 -3.91 1.85 5.63
H18 0.74 2.57 -3.92
H19 -3.86 -1.15 -0.31
H20 -5.68 0.35 -0.76
H21 -3.39 2.54 4.07
H22 2.38 3.20 -6.53
H23 0.10 1.28 -9.73
H24 -4.66 4.42 5.01
H25 -0.56 -0.35 -9.79
H26 2.15 -5.50 5.34
H27 -4.15 4.00 6.64
H28 1.58 -5.15 6.99
H29 3.78 -0.54 -6.67
H30 -2.69 -0.91 1.75
H31 0.88 0.88 -3.32
H32 3.46 -3.31 8.31
H33 1.47 -3.59 -1.90
H34 4.05 3.02 -6.02
H35 -1.46 0.00 4.11
H36 -5.09 -1.88 0.73
H37 -4.19 -0.70 2.69
H38 1.19 1.63 -7.48
H39 -0.82 0.66 -7.10
H40 -0.29 -2.04 4.59
H41 0.26 1.19 -4.93
H42 1.97 -1.34 0.09
H43 2.88 3.86 -4.99
H44 4.24 -3.01 -1.11
H45 -0.02 0.72 4.81
H46 1.66 -1.01 -5.93
H47 0.95 1.08 2.60

The value obtained for the total energy is -68818.9876 eV. As for the total charge: +1. Its HOMO-LUMO gap is 8.975 eV.

Entry 8:
This record from OMol25 describes a 2-piece molecular cluster, C26H36N5O3 overall at a distorted geometry. The level of theory is ωB97M-V with the def2-TZVPD basis set.

Positions of all 70 atoms, in Å:
O1 -0.32 0.93 1.45
O2 -0.27 -0.99 -3.37
O3 4.74 1.05 2.35
N1 -2.72 1.93 -0.81
N2 3.10 1.03 -0.70
N3 0.53 2.48 3.12
N4 -1.50 -2.23 -5.69
N5 -1.08 1.53 0.47
C1 -2.65 1.07 4.63
C2 1.51 2.66 -1.79
C3 -1.67 2.72 -1.24
C4 -2.22 -0.15 5.11
C5 0.76 3.07 -0.52
C6 4.62 -0.26 1.91
C7 -0.01 1.76 2.41
C8 5.53 -2.48 1.91
C9 -3.00 1.23 3.29
C10 2.15 1.27 -1.77
C11 -2.16 -1.24 4.27
C12 -2.31 -3.42 -3.74
C13 4.53 -2.89 1.05
C14 -3.49 2.59 2.83
C15 -2.50 -1.10 2.94
C16 -1.08 -3.03 -4.54
C17 3.59 -1.98 0.62
C18 -3.25 0.26 0.98
C19 -1.10 -0.80 -2.25
C20 -2.91 0.13 2.45
C21 2.61 0.33 0.49
C22 5.57 -1.16 2.34
C23 0.01 -2.34 -3.71
C24 -0.60 2.48 -0.45
C25 -2.36 1.21 0.25
C26 3.62 -0.65 1.03
H1 4.48 -3.91 0.70
H2 3.86 1.37 2.58
H3 -0.92 -1.56 -1.48
H4 -1.94 -0.22 6.15
H5 -1.75 3.38 -2.08
H6 -2.16 -0.79 -2.53
H7 0.93 -2.31 -4.29
H8 0.87 2.78 -2.66
H9 -2.95 -2.56 -3.52
H10 -3.65 1.90 -1.21
H11 2.80 -2.26 -0.06
H12 -3.60 3.24 3.68
H13 2.37 1.04 1.29
H14 2.32 3.38 -1.93
H15 1.39 0.49 -1.81
H16 -0.70 -2.07 -6.30
H17 0.63 4.15 -0.53
H18 -1.76 -1.31 -5.36
H19 6.28 -3.18 2.24
H20 2.69 1.18 -2.71
H21 6.35 -0.86 3.02
H22 -2.74 3.06 2.18
H23 -0.63 -3.95 -4.93
H24 0.23 -2.91 -2.79
H25 -1.85 -2.20 4.64
H26 1.71 -0.22 0.24
H27 -0.85 0.18 -1.83
H28 -2.45 -1.95 2.27
H29 -2.92 -4.13 -4.31
H30 1.36 2.85 0.36
H31 -4.41 2.52 2.26
H32 -4.26 0.66 0.89
H33 -2.04 -3.90 -2.79
H34 -3.23 -0.70 0.48
H35 -2.71 1.93 5.28
H36 3.61 1.86 -0.45

The value obtained for the total energy is -41129.4953 eV. As for the total charge: +1. Its HOMO-LUMO gap is 7.743 eV.